Entry from the OMol25 dataset: a 14-piece molecular cluster, C41H88Cl6O14 overall at a distorted geometry (ωB97M-V with the def2-TZVPD basis set).

## Properties
Electronic energy: -5429.26437 hartree

The geometry in ORCA input format:
```
! RIJCOSX wB97M-V def2-TZVPD def2/J DEFGRID3
* xyz 0 1
C 29.485 29.313 8.451
C 30.798 28.541 8.413
C 30.837 27.816 9.779
O 29.739 28.367 10.516
C 29.283 29.573 9.954
H 28.629 28.772 8.043
H 29.487 30.256 7.896
H 31.615 29.254 8.302
H 30.820 27.909 7.525
H 31.741 28.077 10.332
H 30.762 26.731 9.752
H 29.794 30.467 10.328
H 28.206 29.649 10.129
C 23.173 30.111 18.562
C 24.018 31.171 17.880
C 25.000 30.324 17.065
O 25.151 29.105 17.787
C 24.252 29.065 18.891
H 22.421 29.706 17.884
H 22.719 30.469 19.486
H 24.469 31.783 18.662
H 23.421 31.816 17.234
H 25.933 30.865 16.892
H 24.570 30.170 16.069
H 24.755 29.378 19.810
H 23.797 28.080 18.968
C 25.993 26.583 8.726
C 27.199 26.318 9.598
C 26.697 26.852 10.943
O 25.924 28.025 10.579
C 25.582 27.973 9.178
H 25.157 25.926 8.973
H 26.192 26.567 7.655
H 28.068 26.870 9.239
H 27.423 25.252 9.659
H 27.513 27.202 11.574
H 26.099 26.061 11.401
H 26.105 28.775 8.654
H 24.501 28.099 9.108
C 28.550 30.713 20.093
C 29.043 30.431 21.494
C 30.368 29.733 21.166
O 30.880 30.452 20.053
C 29.800 30.979 19.282
H 27.797 31.505 20.043
H 27.990 29.906 19.609
H 28.517 29.775 22.188
H 29.280 31.398 21.943
H 30.234 28.696 20.847
H 31.014 29.803 22.044
H 29.703 30.530 18.289
H 29.963 32.045 19.082
C 28.068 34.515 12.917
C 27.619 33.908 11.592
C 28.906 33.891 10.748
O 29.863 34.688 11.453
C 29.179 35.453 12.451
H 28.438 33.756 13.603
H 27.258 35.104 13.346
H 26.897 34.587 11.132
H 27.122 32.945 11.709
H 28.775 34.298 9.745
H 29.291 32.870 10.688
H 28.800 36.341 11.930
H 29.779 35.840 13.275
C 25.217 24.763 14.744
C 25.272 25.802 15.873
C 26.674 25.494 16.456
O 27.427 25.063 15.344
C 26.656 24.533 14.292
H 24.605 25.170 13.929
H 24.701 23.843 15.014
H 24.448 25.627 16.562
H 25.276 26.835 15.525
H 26.549 24.767 17.269
H 27.222 26.317 16.919
H 26.749 23.444 14.206
H 26.945 25.030 13.364
C 26.329 25.979 20.239
C 27.400 24.891 20.272
C 28.431 25.630 21.167
O 28.418 26.934 20.602
C 27.096 27.322 20.205
H 25.712 25.974 21.138
H 25.682 25.836 19.369
H 27.864 24.774 19.296
H 27.097 23.960 20.747
H 29.443 25.235 21.113
H 28.114 25.703 22.212
H 27.112 27.749 19.205
H 26.693 28.018 20.938
C 27.386 30.224 13.701
C 26.425 29.523 14.661
C 27.186 29.512 15.983
O 27.956 30.700 15.939
C 28.420 30.897 14.624
H 26.849 31.038 13.204
H 27.778 29.575 12.920
H 26.227 28.508 14.314
H 25.484 30.018 14.904
H 27.877 28.658 16.039
H 26.573 29.439 16.882
H 29.401 30.454 14.423
H 28.539 31.969 14.462
C 31.091 27.766 13.463
C 29.809 26.975 13.569
O 29.923 25.943 14.553
O 32.065 27.044 12.704
H 31.436 28.094 14.446
H 30.908 28.670 12.875
H 29.528 26.513 12.618
H 28.979 27.632 13.865
H 29.026 25.669 14.816
H 32.692 26.654 13.321
C 23.834 32.234 13.144
C 22.484 32.898 13.041
O 22.520 34.226 12.507
O 24.163 31.515 11.969
H 23.846 31.560 14.009
H 24.604 32.987 13.340
H 22.053 33.043 14.034
H 21.813 32.295 12.423
H 22.635 34.164 11.553
H 24.182 30.566 12.154
C 21.874 27.759 12.077
C 23.268 27.530 12.634
O 24.098 28.664 12.467
O 21.855 27.591 10.662
H 21.451 28.753 12.257
H 21.187 27.063 12.565
H 23.716 26.682 12.112
H 23.147 27.225 13.679
H 24.842 28.432 11.858
H 22.202 28.394 10.263
C 31.879 33.117 13.539
Cl 31.315 33.159 15.217
Cl 31.281 31.555 12.923
H 31.475 33.932 12.950
H 32.962 33.136 13.579
C 31.439 26.851 17.408
Cl 30.140 28.052 17.333
Cl 32.739 27.470 18.450
H 30.987 25.933 17.765
H 31.834 26.720 16.408
C 27.967 33.396 16.608
Cl 28.476 35.079 16.223
Cl 26.907 33.384 18.011
H 27.375 33.011 15.785
H 28.820 32.757 16.805
*
```

***

Entry from the OMol25 dataset: C41H89FN11O9PS as an isolated structure at a distorted geometry (ωB97M-V with the def2-TZVPD basis set).

## Properties
Electronic energy: -3734.38879 hartree

The geometry in ORCA input format:
```
! RIJCOSX wB97M-V def2-TZVPD def2/J DEFGRID3
* xyz 0 1
C 0.330 -0.294 -1.140
C 0.407 -0.523 -2.670
F -0.580 -1.445 -3.074
C 0.299 0.755 -3.518
C 1.546 1.371 -4.018
P 3.213 0.663 -3.673
N 3.532 -0.513 -4.634
O 3.327 0.216 -2.106
O 4.370 1.810 -3.899
C 1.553 2.516 -4.775
C 0.329 3.176 -5.173
N 0.207 4.266 -5.916
S -1.429 4.488 -6.007
N -1.942 3.255 -5.092
C -0.890 2.541 -4.660
C -0.919 1.353 -3.835
C -2.244 0.792 -3.320
C -3.249 0.579 -4.276
C -4.470 0.029 -3.815
C -4.587 -0.267 -2.438
C -3.488 0.044 -1.620
N -2.326 0.565 -2.011
H -0.192 0.639 -0.875
H 1.342 -0.250 -0.698
H -0.172 -1.176 -0.696
H 1.383 -1.003 -2.873
H 2.746 -0.689 -5.255
H 3.952 0.848 -1.701
H 4.066 2.630 -3.461
H 2.505 2.960 -5.101
H -3.169 0.800 -5.343
H -5.308 -0.205 -4.480
H -5.476 -0.719 -1.990
H -3.591 -0.179 -0.544
C -3.073 -6.242 -3.211
C -2.583 -4.841 -2.853
C -1.217 -4.812 -2.147
O -1.236 -5.228 -0.790
C -1.320 -6.627 -0.589
N -3.611 -4.167 -2.056
H -3.499 -6.768 -2.357
H -3.863 -6.179 -3.963
H -2.267 -6.851 -3.626
H -2.467 -4.293 -3.794
H -0.876 -3.774 -2.129
H -0.461 -5.377 -2.710
H -0.746 -7.182 -1.338
H -2.363 -6.953 -0.590
H -0.913 -6.851 0.398
H -3.335 -3.196 -1.921
H -3.578 -4.561 -1.117
C 2.328 5.977 -1.457
C 1.385 4.792 -1.654
C 0.013 4.960 -0.982
O 0.018 4.814 0.427
C 0.522 5.927 1.142
N 2.058 3.570 -1.203
H 2.804 5.976 -0.477
H 3.133 5.939 -2.194
H 1.805 6.927 -1.586
H 1.204 4.704 -2.731
H -0.642 4.167 -1.355
H -0.458 5.911 -1.267
H 0.240 6.876 0.677
H 1.608 5.855 1.238
H 0.107 5.897 2.150
H 1.476 2.770 -1.444
H 2.050 3.572 -0.185
C -7.302 -4.934 -1.815
C -6.790 -6.317 -1.427
C -7.841 -7.434 -1.541
O -8.826 -7.440 -0.522
C -9.838 -6.460 -0.663
N -6.213 -6.250 -0.081
H -7.890 -4.460 -1.029
H -6.456 -4.272 -2.011
H -7.911 -4.976 -2.721
H -5.984 -6.564 -2.125
H -7.321 -8.392 -1.448
H -8.316 -7.434 -2.531
H -10.111 -6.303 -1.711
H -9.526 -5.519 -0.206
H -10.719 -6.806 -0.121
H -5.764 -7.140 0.126
H -6.982 -6.209 0.586
C 4.548 4.045 1.790
C 5.721 3.067 1.769
C 7.028 3.642 2.341
O 7.693 4.569 1.501
C 7.124 5.865 1.470
N 5.903 2.569 0.398
H 4.587 4.769 0.977
H 3.609 3.499 1.674
H 4.500 4.589 2.736
H 5.442 2.219 2.403
H 7.728 2.812 2.471
H 6.871 4.075 3.338
H 6.742 6.166 2.450
H 6.332 5.918 0.719
H 7.902 6.566 1.169
H 6.603 1.831 0.409
H 6.342 3.311 -0.142
C 0.780 9.377 5.951
C 1.765 8.406 5.305
C 2.564 9.005 4.134
O 1.834 9.174 2.931
C 0.957 10.286 2.914
N 1.041 7.197 4.900
H -0.138 9.488 5.377
H 0.488 9.009 6.936
H 1.226 10.365 6.085
H 2.490 8.126 6.075
H 3.370 8.307 3.889
H 3.048 9.948 4.422
H 1.378 11.146 3.442
H -0.012 10.017 3.337
H 0.789 10.565 1.873
H 1.715 6.505 4.580
H 0.513 7.426 4.061
C -2.694 -4.749 2.881
C -3.644 -5.934 2.727
C -4.974 -5.781 3.488
O -4.887 -5.948 4.893
C -4.349 -4.842 5.593
N -2.937 -7.161 3.113
H -2.156 -4.763 3.828
H -1.939 -4.772 2.093
H -3.228 -3.799 2.801
H -3.895 -6.006 1.664
H -5.647 -6.572 3.142
H -5.465 -4.829 3.246
H -4.663 -3.890 5.156
H -3.259 -4.903 5.627
H -4.707 -4.889 6.622
H -3.525 -7.962 2.896
H -2.877 -7.173 4.129
C 4.853 -3.515 -0.445
C 5.330 -2.101 -0.131
C 6.679 -2.039 0.607
O 6.634 -2.402 1.977
C 6.551 -3.793 2.224
N 4.276 -1.400 0.610
H 4.406 -4.009 0.418
H 4.084 -3.484 -1.218
H 5.671 -4.137 -0.814
H 5.468 -1.590 -1.089
H 7.019 -0.999 0.593
H 7.447 -2.624 0.084
H 7.141 -4.371 1.507
H 5.511 -4.123 2.215
H 6.940 -3.980 3.226
H 4.542 -0.423 0.714
H 4.283 -1.754 1.564
*
```